Computed, not measured: a molecular structure, C18H45BeFN3O6Pb at a distorted geometry, with ωB97M-V/def2-TZVPD.

Computed properties:
Relative energy (zero: lowest compared OMol25 entry of this formula, charge and spin) = 0.0 kJ/mol
Multiplicity = 1
Orbital gap = 0.2650 Ha
Charge = +3
E_LUMO = -10.31 eV

Each line ends with the Löwdin charge.
Positions of all 75 atoms, in Å:
Be 0.42 -1.67 -0.27  0.7961
Pb 2.35 2.86 -1.18  1.7214
F 1.43 0.48 -0.90  -0.5746
C 1.50 -1.36 -3.54  -0.0678
O 0.66 -2.00 -2.58  -0.2450
C 0.31 -3.35 -2.89  -0.1781
C -0.64 -3.82 -1.88  -0.1518
N -0.01 -3.74 -0.54  -0.0453
C 0.99 -4.76 -0.32  -0.1423
C 1.64 -4.62 1.05  -0.1441
O 2.05 -3.21 1.16  -0.2086
C 2.45 -2.99 2.51  -0.0894
H 2.45 -1.92 -3.55  0.1057
H 1.79 -0.36 -3.22  0.0712
H 1.17 -1.47 -4.57  0.1100
H 1.24 -3.92 -2.84  0.1294
H 0.02 -3.40 -3.94  0.1529
H -1.04 -4.81 -2.15  0.1526
H -1.57 -3.25 -1.88  0.1288
H -0.77 -3.84 0.13  0.1016
H 1.77 -4.67 -1.07  0.1306
H 0.59 -5.78 -0.30  0.1518
H 2.63 -5.09 1.09  0.1441
H 1.11 -5.02 1.92  0.1281
H 1.85 -3.57 3.21  0.1027
H 2.46 -1.92 2.67  0.0585
H 3.49 -3.28 2.71  0.1173
C 1.65 0.10 2.03  -0.0581
O 0.82 -1.03 1.73  -0.2458
C -0.06 -1.41 2.79  -0.1645
C -1.12 -2.35 2.28  -0.1423
N -1.56 -1.97 0.92  -0.0520
C -2.23 -0.67 0.89  -0.1723
C -2.59 -0.42 -0.58  -0.1986
O -1.42 -0.47 -1.35  -0.2242
C -1.56 0.15 -2.63  -0.0435
H 2.03 0.46 1.08  0.0568
H 2.50 -0.16 2.66  0.1066
H 1.16 0.92 2.56  0.1024
H -0.56 -0.51 3.14  0.1325
H 0.39 -1.90 3.66  0.1424
H -1.92 -2.37 3.02  0.1499
H -0.68 -3.35 2.30  0.1185
H -2.29 -2.63 0.68  0.1383
H -1.52 0.08 1.25  0.0670
H -3.02 -0.46 1.62  0.1517
H -3.11 0.55 -0.60  0.1375
H -3.41 -1.08 -0.88  0.1446
H -0.92 -0.29 -3.39  0.0880
H -1.61 1.24 -2.59  0.0927
H -2.53 -0.18 -3.01  0.1105
C -1.46 3.30 3.75  -0.0403
O -0.64 2.96 2.64  -0.1801
C -1.34 2.47 1.54  -0.2383
C -0.38 2.34 0.39  -0.2174
N 0.43 3.55 0.13  -0.1684
C -0.35 4.62 -0.54  -0.1436
C 0.66 5.66 -1.01  -0.2068
O 1.49 5.14 -2.05  -0.3702
C 1.17 5.73 -3.30  -0.0752
H -0.94 4.03 4.37  0.1042
H -1.71 2.41 4.32  0.0984
H -2.38 3.79 3.40  0.1002
H -2.12 3.19 1.25  0.1375
H -1.95 1.57 1.61  0.1032
H -0.89 2.08 -0.54  0.1135
H 0.35 1.54 0.50  0.0476
H 0.67 3.91 1.06  0.1331
H -1.06 5.17 0.08  0.1490
H -0.96 4.25 -1.36  0.1411
H 1.32 6.07 -0.23  0.1450
H 0.19 6.61 -1.25  0.1453
H 1.81 5.52 -4.16  0.1086
H 1.13 6.82 -3.26  0.1129
H 0.22 5.43 -3.74  0.1069

***

Computed, not measured: a molecular structure, C18H45BrGaN2O4S at a distorted geometry, with ωB97M-V/def2-TZVPD.

Computed properties:
Multiplicity = 1
Orbital gap = 0.2527 Ha
Charge = -1
E_LUMO = 2.18 eV

Each line ends with the Löwdin charge.
Positions of all 72 atoms, in Å:
C 1.59 1.89 0.73  -0.1803
C 1.41 3.42 0.46  -0.5588
S -0.36 3.77 0.10  0.6790
C -1.10 3.92 1.78  -0.6234
Ga -2.97 4.79 1.74  0.2113
C -4.51 3.42 1.89  -0.7958
Br -6.22 4.31 1.39  0.4800
C -4.36 2.16 1.01  -0.4101
C -4.08 2.45 -0.48  -0.1394
H 1.99 1.38 -0.15  0.0557
H 2.27 1.68 1.57  0.0466
H 0.61 1.50 1.03  0.0443
H 1.69 3.96 1.37  0.0559
H 2.06 3.79 -0.34  0.0486
H -1.04 2.95 2.28  -0.0077
H -0.43 4.61 2.33  -0.0130
H -3.07 5.74 3.05  -0.0970
H -3.19 5.75 0.47  -0.0814
H -4.58 3.07 2.93  0.0188
H -5.33 1.63 1.04  0.0705
H -3.63 1.45 1.41  0.0949
H -3.01 2.56 -0.69  0.0395
H -4.66 3.28 -0.88  0.0511
H -4.39 1.55 -1.04  0.0403
C -4.38 -3.66 -5.38  -0.1171
O -5.22 -4.09 -4.32  -0.1963
C -4.56 -4.91 -3.37  -0.2192
C -4.43 -4.19 -2.03  -0.2178
N -3.47 -3.10 -2.12  -0.0523
C -3.47 -2.22 -0.95  -0.1905
C -4.73 -1.41 -0.66  -0.2154
O -5.02 -0.42 -1.62  -0.2024
C -5.75 -0.86 -2.75  -0.0908
H -5.00 -3.16 -6.12  0.0871
H -3.63 -2.94 -5.02  0.0793
H -3.88 -4.50 -5.85  0.0847
H -3.59 -5.25 -3.73  0.1192
H -5.19 -5.80 -3.22  0.1173
H -4.10 -4.91 -1.28  0.1208
H -5.43 -3.84 -1.75  0.1043
H -3.68 -2.54 -2.93  0.0662
H -2.65 -1.51 -1.09  0.1230
H -3.21 -2.82 -0.06  0.1164
H -4.56 -0.87 0.28  0.1153
H -5.61 -2.05 -0.48  0.1113
H -6.44 -1.68 -2.50  0.0874
H -5.09 -1.16 -3.56  0.0713
H -6.34 -0.02 -3.11  0.0912
C 7.45 -2.67 2.91  -0.1172
O 8.11 -1.53 2.38  -0.1969
C 8.14 -1.49 0.96  -0.2176
C 7.27 -0.36 0.44  -0.2168
N 5.85 -0.64 0.65  -0.0507
C 4.98 0.51 0.39  -0.1940
C 5.13 1.73 1.30  -0.2231
O 4.75 1.51 2.64  -0.1791
C 5.76 0.97 3.47  -0.0998
H 7.61 -2.68 3.98  0.0871
H 6.37 -2.62 2.72  0.0789
H 7.85 -3.59 2.48  0.0854
H 7.84 -2.45 0.52  0.1198
H 9.17 -1.30 0.67  0.1179
H 7.45 -0.23 -0.63  0.1217
H 7.59 0.56 0.95  0.1036
H 5.72 -0.93 1.61  0.0656
H 3.95 0.15 0.50  0.1052
H 5.10 0.82 -0.65  0.1209
H 4.45 2.50 0.92  0.1111
H 6.14 2.17 1.24  0.1103
H 6.76 1.29 3.17  0.0873
H 5.71 -0.13 3.49  0.0701
H 5.58 1.31 4.49  0.0877

***

Computed, not measured: a molecular structure, C18H45ClO12P3Zn at a distorted geometry, with ωB97M-V/def2-TZVPD.

Computed properties:
Relative energy (zero: lowest compared OMol25 entry of this formula, charge and spin) = 0.0 kJ/mol
Multiplicity = 1
Orbital gap = 0.2568 Ha
Charge = +1
E_LUMO = -5.19 eV

Each line ends with the Löwdin charge.
Positions of all 80 atoms, in Å:
Zn -2.38 2.39 0.08  0.7932
Cl -0.02 2.22 0.33  0.0002
C 1.05 -0.12 -4.12  -0.0453
C 0.09 0.70 -3.26  -0.2622
O -1.25 0.33 -3.62  -0.1703
P -2.41 1.32 -3.19  0.4675
O -2.39 1.52 -1.72  -0.3114
O -2.26 2.62 -4.10  -0.1608
C -1.61 3.82 -3.61  -0.2555
C -0.72 4.43 -4.65  -0.0563
O -3.78 0.68 -3.71  -0.1547
C -4.08 0.52 -5.11  -0.2264
C -3.15 -0.49 -5.78  -0.0676
H 1.06 0.20 -5.16  0.0833
H 2.07 0.01 -3.75  0.0837
H 0.74 -1.16 -4.09  0.0777
H 0.24 0.56 -2.19  0.0843
H 0.34 1.75 -3.43  0.1135
H -2.39 4.55 -3.40  0.1272
H -1.08 3.53 -2.70  0.0907
H -1.32 4.88 -5.44  0.0881
H -0.01 5.14 -4.23  0.0918
H -0.10 3.65 -5.10  0.0811
H -5.10 0.14 -5.22  0.1237
H -4.03 1.50 -5.59  0.1161
H -2.78 -1.23 -5.06  0.0782
H -3.61 -0.98 -6.64  0.0861
H -2.26 0.01 -6.16  0.0750
C 4.89 -2.87 3.65  -0.0684
C 5.38 -1.51 4.16  -0.2540
O 4.28 -0.61 4.28  -0.1619
P 4.01 0.43 3.12  0.4297
O 5.15 1.07 2.44  -0.2195
O 3.03 -0.38 2.10  -0.1894
C 3.05 -0.10 0.71  -0.2807
C 2.58 -1.37 -0.04  -0.0519
O 3.00 1.41 3.84  -0.1958
C 2.43 2.53 3.16  -0.2673
C 3.27 3.76 3.47  -0.0683
H 5.34 -3.69 4.21  0.0728
H 3.81 -2.98 3.80  0.0752
H 5.14 -3.07 2.61  0.0699
H 5.81 -1.67 5.15  0.1186
H 6.20 -1.18 3.53  0.1158
H 2.30 0.65 0.44  0.0531
H 4.01 0.26 0.34  0.1166
H 1.58 -1.62 0.30  0.0480
H 2.53 -1.15 -1.11  0.0680
H 3.23 -2.22 0.14  0.0782
H 2.36 2.40 2.08  0.0764
H 1.45 2.69 3.63  0.1151
H 4.29 3.61 3.11  0.0749
H 2.83 4.61 2.95  0.0803
H 3.36 4.01 4.53  0.0824
C 0.10 -0.54 4.37  -0.0395
C -0.41 -0.38 2.97  -0.2488
O -1.71 -1.01 2.82  -0.1597
P -2.69 -0.80 1.60  0.4669
O -2.61 0.55 0.98  -0.3145
O -2.30 -1.99 0.59  -0.1599
C -1.56 -1.63 -0.58  -0.2665
C -1.13 -2.88 -1.30  -0.0493
O -4.15 -1.20 2.08  -0.1609
C -4.46 -2.34 2.91  -0.2228
C -4.64 -3.59 2.05  -0.0583
H 0.39 -1.58 4.51  0.0889
H 0.90 0.17 4.60  0.0708
H -0.71 -0.30 5.07  0.0875
H -0.57 0.69 2.77  0.0823
H 0.27 -0.77 2.21  0.1074
H -2.18 -0.95 -1.17  0.0946
H -0.65 -1.05 -0.37  0.0973
H -1.90 -3.65 -1.35  0.0856
H -0.70 -2.72 -2.29  0.0749
H -0.29 -3.36 -0.78  0.0809
H -3.68 -2.46 3.65  0.1169
H -5.42 -2.06 3.33  0.1240
H -5.38 -3.33 1.29  0.0849
H -3.73 -3.79 1.49  0.0640
H -4.96 -4.49 2.56  0.0849